The following is a quantum chemistry calculation of a gas-phase ion, CH6N2OP (charge +1) in a non-equilibrium geometry, from the OMol25 dataset.

Geometry (Å):
1 C 0.416 0.216 0.001
2 N 1.361 1.091 0.150
3 N 0.723 -1.118 0.093
4 O -1.852 -0.681 -0.004
5 P -1.379 0.806 0.085
6 H 2.237 0.670 0.432
7 H 0.934 2.052 0.307
8 H 1.705 -1.454 0.235
9 H -0.006 -1.810 -0.202
10 H -2.752 -0.799 0.273
11 H -1.387 1.026 -1.369

Orbital gap in eV: 10.777
Total charge: +1
Highest occupied orbital energy in Eh: -0.5401

***

The following is a quantum chemistry calculation of a molecular structure, C3H8F2NO in a non-equilibrium geometry, from the OMol25 dataset.

Geometry (Å):
1 C 0.277 -0.577 1.251
2 C 1.008 -0.722 -1.085
3 C -0.600 0.896 -0.489
4 N -0.089 -0.428 -0.154
5 O -1.969 1.407 0.698
6 F 0.328 1.808 -0.322
7 F -1.111 -1.326 -0.431
8 H 0.944 0.236 1.542
9 H -0.626 -0.541 1.862
10 H 0.780 -1.532 1.403
11 H 1.804 0.014 -0.974
12 H 1.405 -1.718 -0.885
13 H 0.644 -0.695 -2.114
14 H -1.153 0.968 -1.426
15 H -1.641 2.208 1.123

Orbital gap (alpha / beta) in eV: 8.578 / 9.635
Total charge: +1
⟨S²⟩: 2.01
Highest occupied orbital energy (alpha / beta) in Eh: -0.4325 / -0.6350
Multiplicity: 3

***

The following is a quantum chemistry calculation of 6 unconnected molecules or ions with the total composition C22H32O18 in a non-equilibrium geometry, from the OMol25 dataset.

Geometry (Å):
1 C -14.098 1.032 13.963
2 C -12.880 1.864 14.207
3 C -11.659 1.703 13.304
4 O -11.340 3.056 12.909
5 C -12.246 3.891 13.277
6 O -12.280 5.119 12.981
7 O -13.227 3.224 13.935
8 H -14.988 1.297 14.534
9 H -13.782 0.026 14.240
10 H -14.388 1.150 12.919
11 H -12.630 1.685 15.253
12 H -11.944 0.982 12.537
13 H -10.855 1.257 13.890
14 C -9.013 -3.880 18.559
15 C -7.457 -3.850 18.841
16 C -6.815 -5.262 18.850
17 O -5.622 -4.911 18.208
18 C -5.891 -3.957 17.297
19 O -5.349 -3.759 16.231
20 O -7.049 -3.432 17.601
21 H -9.291 -3.061 17.896
22 H -9.642 -3.717 19.434
23 H -9.349 -4.805 18.089
24 H -7.146 -3.254 19.699
25 H -7.382 -5.870 18.144
26 H -6.682 -5.714 19.833
27 C -4.816 1.652 20.034
28 C -6.054 2.602 20.251
29 C -5.633 4.065 20.559
30 O -6.363 4.819 19.596
31 C -6.876 4.046 18.700
32 O -7.611 4.453 17.790
33 O -6.602 2.773 18.971
34 H -4.165 1.992 19.229
35 H -5.138 0.648 19.759
36 H -4.294 1.562 20.987
37 H -6.854 2.247 20.900
38 H -4.547 4.129 20.497
39 H -5.837 4.390 21.579
40 C -8.777 -2.005 22.981
41 C -8.317 -0.606 23.062
42 C -7.725 -0.223 24.380
43 O -6.342 -0.205 24.194
44 C -6.074 -0.162 22.931
45 O -4.965 -0.207 22.463
46 O -7.274 -0.243 22.238
47 H -9.692 -2.236 23.525
48 H -7.971 -2.590 23.424
49 H -9.051 -2.183 21.941
50 H -9.232 -0.084 22.783
51 H -7.971 -0.944 25.161
52 H -8.244 0.690 24.672
53 O -10.506 -0.011 15.820
54 C -10.165 0.282 16.967
55 O -9.237 -0.380 17.616
56 C -9.155 0.180 18.933
57 C -10.042 1.407 18.814
58 O -10.654 1.353 17.571
59 H -9.427 -0.551 19.694
60 H -8.153 0.571 19.112
61 H -9.492 2.347 18.836
62 H -10.789 1.366 19.607
63 O -10.354 5.687 19.530
64 C -10.917 5.400 18.462
65 O -11.141 6.226 17.529
66 C -11.934 5.671 16.542
67 C -11.720 4.245 16.754
68 O -11.195 4.259 18.024
69 H -13.003 5.853 16.660
70 H -11.801 5.994 15.509
71 H -10.910 3.879 16.123
72 H -12.696 3.770 16.665

Orbital gap in eV: 10.126
Total charge: 0
Highest occupied orbital energy in Eh: -0.3783
Structure (SMILES): C[C@H]1COC(=O)O1.C[C@H]1COC(=O)O1.C[C@H]1COC(=O)O1.C[C@H]1COC(=O)O1.O=C1OCCO1.O=C1OCCO1

***

Calculated energy above the lowest of the compared OMol25 structures with the same formula, charge and spin (kcal per mole), listed in the same order as above: 0.7, 50.5, 84.6